Record 1
{
  "formula": "C28H33F5NO19S2",
  "method": "the ωB97M-V functional and the def2-TZVPD basis",
  "e_above_lowest_kj_mol": 0.0,
  "spin_multiplicity": 1,
  "total_charge": 1,
  "homo_ev": -11.34,
  "elements": ["C", "C", "O", "O", "C", "C", "O", "C", "O", "C", "C", "C", "C", "C", "C", "S", "N", "C", "C", "S", "H", "H", "H", "H", "H", "H", "H", "H", "H", "H", "H", "H", "H", "H", "H", "H", "H", "H", "C", "C", "O", "C", "O", "O", "F", "H", "H", "H", "C", "C", "O", "C", "O", "O", "F", "H", "H", "H", "C", "C", "O", "C", "O", "O", "F", "H", "H", "H", "C", "C", "O", "C", "O", "O", "F", "H", "H", "H", "C", "C", "O", "C", "O", "O", "F", "H", "H", "H"],
  "coordinates": [[5.5316, 0.2890, 0.8211], [4.3491, 0.7880, -0.0163], [3.6822, -0.0090, -0.6406], [4.0953, 2.1121, 0.0392], [3.2343, 2.5589, -1.0198], [2.8193, 4.0137, -0.7184], [1.7349, 4.0755, 0.2320], [0.5627, 3.6828, -0.3050], [0.2296, 3.9774, -1.4294], [-0.4635, 2.8716, 0.5043], [-1.7996, 3.0927, 0.1709], [-2.7836, 2.3671, 0.8542], [-4.2288, 2.6031, 0.4262], [-4.4485, 1.7161, -0.8778], [-5.5962, 0.6687, -0.7097], [-7.0179, 1.0569, -1.7969], [-2.4730, 1.4897, 1.8056], [-1.1873, 1.2504, 2.1512], [-0.1627, 1.9079, 1.5172], [1.5325, 1.5288, 1.9630], [6.3166, 1.0564, 0.8979], [5.9268, -0.6293, 0.3663], [5.1802, -0.0041, 1.8266], [3.8146, 2.5937, -1.9571], [2.3498, 1.9264, -1.1842], [2.6354, 4.5687, -1.6481], [3.6800, 4.4970, -0.2281], [-2.0486, 3.8128, -0.6100], [-4.3563, 3.6570, 0.1377], [-4.9422, 2.3548, 1.2244], [-3.5220, 1.1432, -1.0721], [-4.5761, 2.3839, -1.7391], [-5.2023, -0.3065, -1.0431], [-5.8891, 0.5226, 0.3408], [-6.4742, 1.8014, -2.7964], [-3.2531, 1.0012, 2.2564], [-1.0117, 0.4930, 2.9181], [1.8516, 0.6180, 0.9948], [2.9587, -2.4190, -2.8500], [1.4590, -2.4551, -2.9186], [1.2010, -3.6560, -3.6162], [2.2495, -4.4936, -3.3263], [2.2388, -5.6602, -3.5176], [3.2903, -3.8081, -2.7863], [0.9727, -1.4135, -3.6476], [3.4072, -1.9783, -3.7436], [3.3202, -1.8864, -1.9752], [0.9630, -2.4836, -1.9463], [-2.1763, -0.5441, 6.8184], [-2.0352, 0.9507, 6.9055], [-2.5148, 1.3816, 5.6373], [-3.4221, 0.4478, 5.2410], [-4.2123, 0.6146, 4.3630], [-3.3211, -0.6834, 5.9665], [-0.7420, 1.3196, 7.0340], [-1.3131, -1.0179, 6.3476], [-2.3467, -1.0080, 7.7867], [-2.6270, 1.4138, 7.6968], [1.4641, -2.7107, -6.9667], [1.6803, -1.2286, -6.8320], [1.2369, -0.7319, -8.0793], [0.2788, -1.6046, -8.5184], [-0.4911, -1.3713, -9.3855], [0.3218, -2.7707, -7.8213], [2.9993, -0.9313, -6.6837], [2.3054, -3.2128, -7.4493], [1.2668, -3.1915, -6.0139], [1.1096, -0.7610, -6.0283], [3.2076, 2.2324, 7.6483], [2.4094, 2.4024, 8.9123], [1.9744, 1.0837, 9.1925], [2.9298, 0.2539, 8.6703], [3.0372, -0.8923, 8.9391], [3.7428, 0.9198, 7.8062], [1.3235, 3.1859, 8.7037], [2.5806, 2.2654, 6.7547], [4.0011, 2.9703, 7.5497], [2.9820, 2.7860, 9.7591], [-3.0261, -4.7443, -5.3680], [-1.6634, -4.6154, -4.7440], [-1.9178, -3.8160, -3.6005], [-3.2054, -4.0787, -3.2306], [-3.6670, -3.7935, -2.1758], [-3.8827, -4.7105, -4.2210], [-0.8095, -3.9481, -5.5585], [-3.2646, -3.9053, -6.0241], [-3.1478, -5.6712, -5.9237], [-1.2155, -5.5622, -4.4364]],
  "forces_ev_per_angstrom": [[-0.17, 0.52, -0.03], [0.71, -1.26, 0.69], [-0.24, 0.68, -0.13], [0.01, -0.77, -0.51], [-0.43, 1.43, -0.46], [1.42, -0.10, 0.00], [-0.86, -1.03, -0.09], [-0.30, 0.67, -0.89], [0.21, -0.45, 0.51], [-0.10, 0.09, 0.69], [1.00, -0.53, 0.65], [-1.41, 1.57, -1.02], [0.55, -0.61, -0.53], [0.10, -0.37, 0.98], [1.07, -0.03, -1.29], [-0.67, 0.09, 0.31], [0.06, 0.22, -0.24], [0.03, -0.47, 0.18], [0.60, 0.25, -0.79], [-0.06, -0.32, 0.19], [-0.32, -0.34, 0.12], [-0.18, 0.43, -0.02], [0.09, 0.35, -0.35], [-0.17, -0.24, 0.32], [0.42, -0.02, 0.24], [-0.42, -0.27, 0.38], [-0.51, -0.09, -0.04], [-0.06, -0.30, 0.31], [0.11, -0.34, 0.43], [0.21, 0.05, -0.26], [-0.34, 0.31, 0.04], [-0.17, -0.31, 0.29], [-0.21, 0.35, 0.17], [-0.31, 0.39, -0.48], [0.31, -0.39, 0.61], [0.33, 0.08, 0.31], [-0.06, 0.34, -0.28], [-0.50, 0.38, 0.23], [0.57, 0.28, 0.33], [-0.15, 0.14, -0.43], [0.38, -0.03, 0.57], [0.31, -0.50, -0.08], [-0.09, 0.06, -0.10], [-0.55, 0.05, -0.16], [-0.15, 0.02, 0.07], [-0.22, 0.02, -0.08], [0.11, -0.18, 0.06], [-0.13, 0.13, -0.09], [-0.01, -0.47, 0.36], [0.58, 0.10, 0.11], [-0.43, -0.28, 0.10], [-0.23, -0.21, -0.02], [0.33, 0.03, -0.41], [0.07, 0.47, -0.15], [-0.03, 0.11, -0.08], [0.06, 0.18, -0.01], [-0.23, -0.04, -0.11], [0.10, 0.10, -0.03], [0.03, -0.52, 0.29], [0.40, 0.09, -0.34], [-0.36, -0.26, 0.36], [-0.25, -0.09, -0.45], [0.05, 0.01, 0.01], [0.21, 0.44, -0.01], [-0.02, 0.10, 0.12], [0.09, 0.24, -0.04], [-0.22, -0.02, -0.11], [0.15, 0.06, 0.04], [0.44, 0.23, -0.32], [-0.53, 0.06, -0.08], [0.67, 0.17, -0.14], [0.03, -0.56, 0.03], [-0.09, 0.01, -0.08], [-0.31, 0.09, 0.25], [-0.06, 0.06, 0.11], [-0.18, 0.04, 0.15], [0.12, -0.18, 0.04], [-0.13, 0.09, 0.02], [-0.34, -0.29, -0.36], [0.29, 0.37, -0.21], [-0.26, -0.45, 0.02], [-0.37, 0.11, 0.22], [0.05, 0.13, -0.03], [0.44, 0.15, 0.16], [-0.12, -0.10, 0.07], [0.20, 0.07, 0.05], [-0.15, -0.05, 0.19], [0.16, 0.09, -0.06]]
}

---

Record 2
{
  "formula": "C28H33N3O7PS3W",
  "method": "the ωB97M-V functional and the def2-TZVPD basis",
  "e_above_lowest_kj_mol": 149.0,
  "spin_multiplicity": 2,
  "total_charge": 0,
  "homo_ev": [-6.59, -6.35],
  "elements": ["W", "O", "C", "O", "C", "C", "C", "C", "C", "C", "S", "H", "H", "H", "H", "O", "C", "O", "C", "C", "C", "C", "C", "C", "N", "C", "C", "C", "C", "C", "C", "N", "H", "H", "H", "H", "H", "H", "H", "H", "H", "H", "C", "C", "O", "P", "S", "S", "O", "C", "C", "H", "H", "H", "H", "H", "H", "H", "H", "H", "H", "C", "N", "C", "C", "C", "O", "H", "H", "H", "H", "H", "H", "H", "H", "H"],
  "coordinates": [[0.4270, 0.3933, -0.4707], [0.9309, 4.3326, 0.2768], [0.1775, 3.4920, -0.1514], [0.6278, 2.2577, -0.3946], [-1.2341, 3.7616, -0.5241], [-1.5814, 5.1193, -0.5598], [-2.8409, 5.5343, -0.9249], [-3.7893, 4.5685, -1.2610], [-3.4674, 3.2313, -1.2183], [-2.1881, 2.7804, -0.8451], [-2.0305, 1.0395, -0.7264], [-0.8146, 5.8339, -0.2935], [-3.0879, 6.5868, -0.9531], [-4.7874, 4.8661, -1.5580], [-4.2121, 2.4871, -1.4713], [2.9407, -6.4151, 1.7908], [2.6984, -6.3134, 0.4632], [2.9833, -7.2197, -0.2678], [2.0833, -5.0380, -0.0081], [2.2457, -4.6931, -1.3443], [1.7174, -3.5157, -1.8347], [0.9822, -2.6586, -1.0071], [0.8063, -3.0151, 0.3295], [1.3563, -4.1847, 0.8177], [0.4674, -1.4370, -1.5176], [0.1670, -1.4236, -2.8327], [0.1037, -0.1816, -3.4714], [-0.2072, -0.0083, -4.8332], [-0.1768, 1.2500, -5.3716], [0.1690, 2.3279, -4.5505], [0.4465, 2.0954, -3.2228], [0.4127, 0.8756, -2.6654], [2.7696, -5.5708, 2.2244], [2.8104, -5.3538, -1.9879], [1.9147, -3.2399, -2.8608], [0.2069, -2.3928, 0.9754], [1.1631, -4.4403, 1.8540], [0.0297, -2.3472, -3.3761], [-0.4612, -0.8765, -5.4258], [-0.4134, 1.4088, -6.4152], [0.2146, 3.3369, -4.9329], [0.7143, 2.9106, -2.5687], [1.7590, 0.5623, 5.3887], [2.8579, 1.0500, 4.4739], [2.9432, 0.1890, 3.3096], [2.3085, 0.4816, 1.8846], [2.7533, -0.0458, -0.0650], [0.2925, 0.1322, 1.9053], [2.4371, 2.0724, 1.8530], [3.5649, 2.7926, 1.3155], [4.9036, 2.2195, 1.7340], [1.7534, 1.1658, 6.2980], [1.9215, -0.4782, 5.6661], [0.7849, 0.6543, 4.9101], [3.8372, 0.9837, 4.9455], [2.6881, 2.0721, 4.1411], [3.4362, 3.8080, 1.6826], [3.4582, 2.8193, 0.2307], [5.0589, 2.3002, 2.8107], [5.6986, 2.7765, 1.2363], [5.0077, 1.1737, 1.4415], [-3.5090, -1.0765, 2.2679], [-3.8790, -1.6624, 0.9874], [-5.2646, -1.9729, 0.6876], [-2.8874, -1.8576, 0.0949], [-3.2633, -2.3607, -1.2739], [-1.7205, -1.6056, 0.3900], [-4.4136, -0.8188, 2.8132], [-2.9185, -0.1750, 2.1026], [-2.9147, -1.7719, 2.8635], [-5.8720, -1.7377, 1.5571], [-5.4027, -3.0316, 0.4602], [-5.6384, -1.3834, -0.1523], [-3.7456, -3.3381, -1.2195], [-2.3571, -2.4339, -1.8680], [-3.9523, -1.6679, -1.7582]],
  "forces_ev_per_angstrom": [[-0.63, -0.31, -1.35], [-0.02, -0.06, 0.03], [-0.23, -0.03, -0.06], [0.54, 1.03, 0.07], [-0.02, 0.08, 0.00], [0.02, -0.02, -0.04], [-0.03, -0.02, -0.01], [0.02, 0.04, -0.01], [-0.01, -0.03, -0.02], [0.03, 0.08, 0.03], [0.32, -0.33, 0.22], [0.00, 0.00, 0.00], [0.00, 0.01, 0.00], [-0.01, 0.00, 0.00], [0.00, 0.00, 0.00], [-0.01, 0.02, -0.01], [0.05, -0.13, 0.01], [-0.02, 0.05, 0.02], [-0.06, 0.16, -0.05], [0.03, -0.07, 0.05], [-0.02, 0.21, 0.02], [-0.08, -0.55, 0.21], [-0.10, 0.14, -0.09], [0.05, -0.10, 0.00], [-0.45, 0.65, -1.08], [0.14, -0.33, 0.90], [-0.12, 0.31, 0.14], [0.05, 0.13, -0.08], [-0.06, -0.28, -0.11], [0.08, 0.01, 0.42], [-0.03, 0.42, -0.32], [0.02, -0.66, 0.48], [0.01, -0.01, 0.01], [0.00, 0.00, 0.00], [0.02, 0.03, 0.00], [0.05, -0.03, -0.04], [0.01, 0.01, 0.00], [0.12, -0.04, -0.01], [0.00, 0.00, -0.01], [0.00, -0.01, 0.00], [0.01, 0.01, 0.01], [0.00, -0.01, 0.00], [0.02, 0.06, 0.02], [-0.02, 0.00, -0.05], [0.52, -1.14, -0.55], [-1.14, 1.71, -0.09], [1.06, -0.63, 0.80], [0.21, -0.16, 0.26], [0.05, 0.16, 0.27], [-0.06, -0.02, -0.13], [0.02, 0.05, 0.03], [0.00, 0.00, 0.00], [0.00, -0.01, 0.00], [-0.01, -0.01, -0.01], [-0.01, 0.00, 0.01], [0.01, 0.00, 0.03], [-0.04, 0.02, -0.02], [-0.02, -0.09, 0.00], [-0.02, -0.03, 0.00], [0.00, 0.02, 0.01], [0.02, 0.01, -0.02], [-0.01, 0.04, -0.02], [-0.04, -0.02, 0.04], [-0.02, 0.03, -0.02], [0.09, 0.13, 0.00], [-0.04, -0.05, 0.00], [-0.27, -0.39, 0.12], [0.00, -0.01, 0.00], [0.00, -0.01, 0.00], [0.01, 0.00, 0.00], [0.00, -0.01, 0.00], [0.00, 0.00, -0.01], [0.00, -0.01, 0.00], [0.00, -0.01, 0.00], [0.00, 0.00, 0.00], [0.01, 0.01, -0.01]]
}

---

Record 3
{
  "formula": "C28H33N4OPS3Tl",
  "method": "the ωB97M-V functional and the def2-TZVPD basis",
  "e_above_lowest_kj_mol": 16.0,
  "spin_multiplicity": 1,
  "total_charge": 1,
  "homo_ev": -10.82,
  "elements": ["Tl", "C", "N", "C", "C", "C", "C", "C", "C", "C", "C", "H", "H", "H", "H", "H", "H", "H", "H", "H", "H", "H", "H", "O", "C", "C", "C", "C", "C", "S", "C", "C", "C", "C", "S", "C", "C", "C", "C", "S", "H", "H", "H", "H", "H", "H", "H", "H", "H", "C", "N", "C", "N", "C", "N", "C", "P", "C", "C", "H", "H", "H", "H", "H", "H", "H", "H", "H", "H", "H", "H"],
  "coordinates": [[-1.2802, -0.0743, 0.0088], [-0.4680, 3.0356, 1.3445], [-1.5610, 2.2670, 0.7367], [-2.0484, 2.9755, -0.4632], [-2.6636, 2.1044, 1.7060], [-3.7050, 1.0957, 1.2650], [-5.0373, 1.2759, 1.6191], [-5.9873, 0.3205, 1.2901], [-5.6139, -0.8234, 0.5991], [-4.2886, -1.0068, 0.2269], [-3.3425, -0.0461, 0.5598], [-0.8260, 4.0129, 1.6868], [0.3127, 3.2081, 0.6048], [-0.0568, 2.4966, 2.1989], [-2.4405, 3.9587, -0.1818], [-2.8435, 2.4010, -0.9368], [-1.2309, 3.1015, -1.1705], [-3.1423, 3.0747, 1.8803], [-2.2252, 1.7897, 2.6575], [-5.3325, 2.1710, 2.1549], [-7.0216, 0.4728, 1.5678], [-6.3522, -1.5697, 0.3375], [-4.0127, -1.8940, -0.3287], [-0.4741, -0.0800, -1.8919], [0.7187, 0.4096, -2.4637], [1.9327, 0.2821, -1.5489], [2.1253, 0.8207, -0.3062], [3.4315, 0.5944, 0.2084], [4.2007, -0.1297, -0.6537], [3.3537, -0.5220, -2.0810], [0.5236, 1.8692, -2.8380], [1.2372, 2.9779, -2.4858], [0.6891, 4.1803, -3.0189], [-0.4253, 3.9506, -3.7646], [-0.8156, 2.2876, -3.8349], [0.9444, -0.4199, -3.7154], [1.6394, -0.0979, -4.8409], [1.7257, -1.1813, -5.7588], [1.0926, -2.2948, -5.3021], [0.3780, -2.0407, -3.7685], [1.3806, 1.4210, 0.2009], [3.7914, 0.9785, 1.1536], [5.2275, -0.4354, -0.5276], [2.1397, 2.9408, -1.8921], [1.1142, 5.1613, -2.8636], [-1.0307, 4.6731, -4.2886], [2.0722, 0.8795, -5.0078], [2.2234, -1.1262, -6.7157], [0.9831, -3.2441, -5.8017], [1.5841, -4.1920, 2.2629], [0.5330, -3.6018, 3.0941], [1.1557, -2.7611, 4.1149], [2.0346, -1.7263, 3.5661], [3.0436, -2.3634, 2.7099], [2.4683, -3.2014, 1.6561], [1.8009, -2.4163, 0.6238], [0.4163, -1.4749, 1.3960], [-0.4281, -2.8623, 2.2878], [1.2855, -0.7107, 2.8386], [1.1277, -4.7982, 1.4791], [2.1879, -4.8433, 2.8958], [1.7546, -3.4043, 4.7601], [0.3797, -2.2907, 4.7209], [3.6675, -2.9976, 3.3402], [3.6691, -1.5938, 2.2561], [1.4076, -3.0696, -0.1571], [2.4976, -1.7185, 0.1602], [-0.8825, -3.5343, 1.5560], [-1.2308, -2.4641, 2.9125], [0.5530, -0.2377, 3.4971], [1.9630, 0.0604, 2.4730]],
  "forces_ev_per_angstrom": [[0.03, 0.01, -0.12], [-0.02, 0.02, -0.02], [-0.03, 0.00, 0.02], [0.00, 0.00, 0.01], [-0.03, 0.02, -0.07], [-0.01, 0.00, 0.08], [0.02, 0.03, 0.01], [0.02, -0.03, -0.02], [-0.01, 0.01, 0.01], [0.01, 0.01, -0.02], [-0.05, 0.02, 0.01], [-0.01, -0.01, 0.02], [0.00, -0.02, 0.00], [0.01, -0.01, -0.01], [0.00, 0.01, -0.01], [0.00, 0.01, 0.00], [0.00, -0.01, 0.01], [0.02, 0.02, 0.01], [0.01, -0.03, 0.00], [-0.01, -0.01, 0.00], [0.00, 0.00, 0.00], [-0.01, 0.01, 0.01], [0.01, 0.01, -0.01], [0.04, -0.14, 0.00], [-0.03, 0.07, -0.02], [0.04, -0.06, -0.03], [0.01, 0.11, 0.01], [-0.02, 0.07, -0.01], [0.03, 0.05, -0.01], [-0.01, 0.03, 0.00], [-0.02, 0.00, 0.06], [0.04, 0.02, -0.04], [0.00, -0.01, 0.01], [0.01, 0.01, 0.00], [-0.02, -0.01, -0.01], [0.00, -0.02, 0.04], [0.00, 0.02, -0.02], [0.00, 0.01, 0.00], [0.00, -0.01, 0.01], [0.01, 0.00, -0.01], [0.01, 0.01, -0.02], [0.00, -0.02, 0.00], [-0.01, -0.01, 0.00], [-0.02, 0.00, 0.00], [0.00, -0.01, 0.00], [0.00, -0.01, 0.00], [0.00, -0.01, 0.00], [0.00, 0.00, 0.01], [0.00, 0.01, 0.01], [-0.01, -0.04, 0.02], [0.00, -0.02, 0.01], [0.00, 0.01, 0.01], [0.02, -0.02, -0.06], [-0.06, -0.02, -0.03], [0.06, 0.04, -0.02], [0.04, -0.04, 0.04], [-0.08, 0.01, 0.09], [0.02, 0.01, -0.05], [0.07, -0.03, -0.01], [0.00, 0.00, 0.00], [0.00, 0.00, 0.01], [0.01, 0.00, 0.00], [-0.01, 0.00, 0.00], [0.00, 0.01, 0.01], [-0.01, -0.01, 0.00], [-0.02, -0.01, -0.01], [-0.05, -0.12, 0.08], [-0.02, 0.02, 0.00], [0.02, -0.01, 0.04], [-0.01, -0.02, 0.01], [0.01, 0.03, 0.02]]
}

---

no.,electronic energy (eV)
1,-105215.643
2,-91998.995
3,-84059.908